Here is a structure of composition C53H42AgBrClNP2 from OMol25. Energies are from wB97M-V/def2-TZVPD.

```
101
Properties=species:S:1:pos:R:3:forces:R:3:mulliken_charge:R:1
Ag -0.2330 0.7852 0.0785 -0.1 0.4 0.4 -1.25
N 1.5999 -2.0797 0.5641 -0.1 0.0 0.0 1.55
C 2.7444 -2.2281 -0.1557 0.1 0.0 0.0 -0.10
C 3.6588 -3.2387 0.2139 0.0 0.0 0.0 -1.00
C 4.8019 -3.4677 -0.5157 0.0 0.0 0.0 -0.52
C 5.0931 -2.7017 -1.6456 0.0 0.0 0.0 -0.99
C 4.2055 -1.7072 -2.0104 0.0 0.0 0.0 0.11
C 3.0366 -1.4450 -1.2940 0.0 0.0 0.0 0.50
P 1.8578 -0.1535 -1.8504 0.1 -0.2 -0.2 1.48
C 1.7679 -0.5564 -3.6554 0.0 0.0 0.0 0.50
C 0.7473 -1.4228 -4.0451 0.0 0.0 0.0 -0.82
C 0.5648 -1.7723 -5.3754 0.0 0.0 0.0 -0.62
C 1.4067 -1.2523 -6.3475 0.0 0.0 0.0 -0.66
C 2.4280 -0.3864 -5.9777 0.0 0.0 0.0 -0.72
C 2.6043 -0.0399 -4.6452 0.0 0.0 0.0 -0.37
C 2.9000 1.3513 -1.8978 0.0 0.0 0.0 0.54
C 4.0931 1.4784 -1.1942 0.0 0.0 0.0 -0.89
C 4.7796 2.6856 -1.1801 0.0 0.0 0.0 -0.61
C 4.2852 3.7796 -1.8729 0.0 0.0 0.0 -0.55
C 3.0865 3.6675 -2.5668 0.0 0.0 0.0 -0.68
C 2.3962 2.4665 -2.5686 0.0 0.0 0.0 -0.64
H 1.1245 -1.1845 0.5724 0.0 0.0 0.0 -1.31
H 1.5215 -2.5731 1.4408 0.0 0.0 0.0 -0.11
H 3.4385 -3.8253 1.0988 0.0 0.0 0.0 0.50
H 5.4835 -4.2497 -0.1994 0.0 0.0 0.0 0.36
H 5.9924 -2.8776 -2.2220 0.0 0.0 0.0 0.40
H 4.4201 -1.1055 -2.8872 0.0 0.0 0.0 0.30
H 0.0713 -1.8160 -3.2955 0.0 0.0 0.0 0.50
H -0.2544 -2.4259 -5.6488 0.0 0.0 0.0 0.46
H 1.2603 -1.5095 -7.3901 0.0 0.0 0.0 0.38
H 3.0884 0.0270 -6.7315 0.0 0.0 0.0 0.39
H 3.3939 0.6504 -4.3733 0.0 0.0 0.0 0.37
H 4.4721 0.6410 -0.6236 0.0 0.0 0.0 0.32
H 5.6886 2.7756 -0.5979 0.0 0.0 0.0 0.39
H 4.8154 4.7242 -1.8489 0.0 0.0 0.0 0.35
H 2.6772 4.5239 -3.0897 0.0 0.0 0.0 0.38
H 1.4449 2.3930 -3.0857 0.0 0.0 0.0 0.49
C -3.0325 -1.4998 -6.4379 0.0 0.0 0.0 -0.47
C -3.2453 -2.3953 -5.4023 0.0 0.0 0.0 -0.78
C -3.0427 -2.0075 -4.0805 0.0 0.0 0.0 -0.21
C -2.6191 -0.7175 -3.7688 0.0 0.0 0.0 0.07
C -2.3914 0.1675 -4.8283 0.0 0.0 0.0 -0.35
C -2.6041 -0.2092 -6.1426 0.0 0.0 0.0 -0.64
P -2.1386 -0.1313 -2.0767 0.0 0.0 -0.1 1.98
C -2.5510 -1.6296 -1.1007 0.0 0.0 0.0 0.61
C -1.5080 -2.4933 -0.7803 0.0 0.0 0.0 1.01
C -1.7483 -3.6747 -0.0926 0.0 0.0 0.0 -0.79
C -3.0393 -3.9981 0.2940 0.0 0.0 0.0 -0.53
C -4.0851 -3.1309 0.0009 0.0 0.0 0.0 -0.81
C -3.8425 -1.9535 -0.6908 0.0 0.0 0.0 -0.28
C -3.5515 0.9678 -1.6862 0.0 0.0 0.0 0.62
C -4.6822 1.0245 -2.4625 0.0 0.0 0.0 -0.37
C -5.7623 1.8635 -2.1112 0.0 0.0 0.0 -0.91
C -5.6960 2.6144 -0.9750 0.0 0.0 0.0 -0.78
C -4.5483 2.5787 -0.1438 0.0 0.0 0.0 0.83
C -4.4933 3.3421 1.0449 0.0 0.0 0.0 -0.92
C -3.3786 3.2814 1.8315 0.0 0.0 0.0 -0.90
C -2.2776 2.4792 1.4575 0.0 0.0 0.0 0.47
C -2.2535 1.7030 0.3131 0.0 -0.2 -0.2 -2.12
C -3.4362 1.7566 -0.4930 0.0 0.0 0.0 0.85
H -3.1881 -1.8032 -7.4664 0.0 0.0 0.0 0.31
H -3.5732 -3.4060 -5.6178 0.0 0.0 0.0 0.33
H -3.2183 -2.7207 -3.2841 0.0 0.0 0.0 0.32
H -2.0318 1.1675 -4.6074 0.0 0.0 0.0 0.36
H -2.4195 0.4985 -6.9423 0.0 0.0 0.0 0.38
H -0.4879 -2.2213 -1.0231 0.0 0.0 0.0 -0.41
H -0.9162 -4.3117 0.1806 0.0 0.0 0.0 0.35
H -3.2261 -4.9047 0.8567 0.0 0.0 0.0 0.32
H -5.0909 -3.3631 0.3307 0.0 0.0 0.0 0.37
H -4.6576 -1.2720 -0.9037 0.0 0.0 0.0 0.37
H -4.7646 0.4137 -3.3527 0.0 0.0 0.0 0.34
H -6.6458 1.8906 -2.7395 0.0 0.0 0.0 0.40
H -6.5288 3.2471 -0.6818 0.0 0.0 0.0 0.31
H -5.3432 3.9618 1.3140 0.0 0.0 0.0 0.28
H -3.3296 3.8622 2.7477 0.0 0.0 0.0 0.41
H -1.4047 2.4921 2.1050 0.0 0.0 0.0 0.28
Cl 0.7169 -4.0948 3.2656 0.0 0.0 0.0 -0.29
C 0.9094 -2.4631 3.9452 0.0 0.0 0.0 0.57
C 1.9470 -2.2769 4.8336 0.0 0.0 0.0 -0.59
C 2.1544 -1.0438 5.4414 0.0 0.0 0.0 -0.64
C 1.2523 -0.0118 5.1162 0.0 0.0 0.0 -0.37
C 0.2285 -0.1953 4.2298 0.0 0.0 0.0 -0.58
C -0.0204 -1.4438 3.5403 -0.1 0.0 0.0 1.38
C -1.0215 -1.5910 2.6073 0.1 -0.1 0.0 -1.79
H 2.5990 -3.1159 5.0517 0.0 0.0 0.0 0.36
H 2.9796 -0.8883 6.1238 0.0 0.0 0.0 0.33
H 1.3866 0.9714 5.5574 0.0 0.0 0.0 0.32
H -0.4226 0.6352 3.9791 0.0 0.0 0.0 0.20
H -1.7006 -0.7761 2.3914 0.0 0.1 0.0 0.21
H -1.1770 -2.5332 2.1007 0.0 0.1 0.1 0.06
Br 5.2995 3.6465 3.1685 0.0 0.0 0.0 -0.28
C 3.7828 2.7722 2.3735 0.0 0.0 0.0 -0.05
C 3.6154 1.4114 2.5416 0.0 0.0 0.0 -0.72
C 2.5242 0.7951 1.9302 0.0 0.0 0.0 1.10
C 1.5947 1.4793 1.1352 -0.1 -0.1 -0.1 -1.29
C 1.8146 2.8645 1.0365 0.0 0.0 0.0 0.29
C 2.8843 3.5226 1.6385 0.0 0.0 0.0 -0.54
H 4.3039 0.8390 3.1508 0.0 0.0 0.0 0.42
H 2.4050 -0.2692 2.1120 0.0 0.1 0.0 0.40
H 1.1286 3.4760 0.4545 0.0 0.0 0.0 0.35
H 3.0237 4.5909 1.5221 0.0 0.0 0.0 0.43
```
Positions in Å, forces in eV/Å.

## Properties
energy relative to the best compared isomer or geometry (same formula, charge and spin)	3.43	kcal per mole
maximum force	0.619	eV/A
lowest unoccupied orbital energy	4.031	eV
total charge	-2